Below is a cluster of 2 separate species, C11H15BCl3F7O10S2 in total, with properties calculated with ωB97M-V with the def2-TZVPD basis set.

```
! RIJCOSX wB97M-V def2-TZVPD def2/J DEFGRID3
* xyz 0 1
H 1.412 0.803 -0.805
O 1.197 1.211 1.866
Cl -5.979 5.215 2.039
Cl -6.442 2.458 1.247
C -2.118 1.123 -1.562
H 2.750 -3.593 -0.838
C -0.764 -0.800 -0.262
C -2.855 -1.613 1.082
O -0.727 0.269 0.723
H -3.674 -2.147 0.602
O 5.978 0.958 1.603
H 3.739 -0.343 -1.711
O 1.952 -3.458 -0.310
F -2.554 -1.121 -1.761
B 1.024 -2.668 -0.943
Cl -3.967 3.778 0.509
H -0.393 -3.673 -1.920
O 5.815 -1.013 0.142
F -0.920 2.804 -0.365
C -1.182 2.381 -1.575
S 5.524 0.392 0.191
S 0.409 0.027 1.800
H -2.429 -1.393 2.983
C -1.518 -1.968 0.401
H 3.385 -1.428 -0.393
H -3.053 -0.543 1.055
O -2.852 -2.064 2.434
O 1.150 -1.149 1.039
H 1.540 -0.263 -2.180
O -0.151 -0.508 2.998
F -0.049 2.137 -2.212
H -0.887 -2.416 1.171
H 5.416 0.570 2.291
H -1.707 -2.757 -0.329
F -1.802 3.354 -2.211
H 3.436 0.321 1.220
F -2.964 1.225 -0.528
C 3.171 -0.435 -0.780
C -1.480 -0.309 -1.563
H -4.777 3.308 2.648
O 6.090 1.247 -0.805
F -2.840 1.188 -2.698
C 0.739 -1.191 -0.372
F -0.713 -0.442 -2.652
O 0.367 -3.102 -2.072
C 3.756 0.581 0.210
C 1.683 -0.211 -1.104
H 3.498 1.610 -0.030
C -5.233 3.649 1.728
*
```

Properties
HOMO energy, Ha: -0.398
F_max, hartree/bohr: 0.019
Energy above the lowest of the compared OMol25 structures with the same formula, charge and spin, eV: 0.000
Calculated total energy, hartree: -4081.49135
Frontier orbital gap, eV: 10.8


Below is a cluster of 2 separate species, C3H8O in total, with properties calculated with ωB97M-V with the def2-TZVPD basis set.

```
! RIJCOSX wB97M-V def2-TZVPD def2/J DEFGRID3
* xyz 0 1
H 2.034 -1.359 0.605
H -1.493 1.493 -1.359
H 1.354 -1.330 -1.016
C -1.878 0.475 0.785
O -1.302 2.168 -0.710
H 2.452 -2.667 -0.705
H -0.997 2.405 1.329
H -1.306 -0.307 1.284
C -1.353 1.716 0.570
C 2.228 -1.634 -0.437
H -2.839 0.103 0.442
H 3.100 -1.063 -0.786
*
```

Properties
HOMO energy, Ha: -0.300
F_max, hartree/bohr: 0.049
Energy above the lowest of the compared OMol25 structures with the same formula, charge and spin, eV: 2.543
Calculated total energy, hartree: -194.24250
Frontier orbital gap, eV: 8.9


Below is an isolated molecule of C6H7N, with properties calculated with ωB97M-V with the def2-TZVPD basis set.

```
! RIJCOSX wB97M-V def2-TZVPD def2/J DEFGRID3
* xyz 0 1
H -0.603 -2.106 0.326
C 0.344 0.180 0.880
C -0.453 -1.329 -0.425
H -0.129 -1.775 -1.365
H -0.854 1.810 0.263
H -0.102 -0.409 1.681
H 0.883 2.156 0.351
N -2.606 0.098 -0.823
H -0.116 2.027 1.854
C 1.071 -0.455 -0.123
C 2.108 -0.399 -0.912
C 0.062 1.632 0.850
H 2.071 -0.856 -1.901
C -1.675 -0.573 -0.655
*
```

Properties
HOMO energy (spin up / spin down), Ha: -0.294 / -0.294
F_max, hartree/bohr: 0.022
Energy above the lowest of the compared OMol25 structures with the same formula, charge and spin, eV: 6.121
Calculated total energy, hartree: -287.36229
Frontier orbital gap (spin up / spin down), eV: 7.0 / 7.0


Below is a cluster of 4 separate species, C20H44O9 in total, with properties calculated with ωB97M-V with the def2-TZVPD basis set.

```
! RIJCOSX wB97M-V def2-TZVPD def2/J DEFGRID3
* xyz 0 1
H 1.009 -3.935 5.024
H 5.757 -0.571 -2.729
H -5.559 5.938 -2.318
H 5.569 -1.896 -4.832
H 0.470 -0.604 -0.734
H -3.812 7.076 -1.120
C 0.339 -4.283 2.950
H 3.308 -3.275 -1.874
O -6.087 6.420 0.171
O 1.254 -5.190 2.281
O -1.608 1.246 -3.426
H -3.104 1.475 -1.998
C -1.211 2.169 -1.214
H -7.731 5.388 -0.441
C -1.974 -0.123 -3.432
O 2.814 -4.529 0.925
H -4.511 7.102 1.256
H 0.409 -5.620 4.656
C -0.598 -1.990 3.336
C 4.907 -2.377 -4.104
C 5.803 -1.472 -2.110
H 4.872 -2.285 -0.337
H 4.105 -2.688 4.894
H -0.129 -0.420 1.889
H 1.205 0.999 -0.552
H -1.899 -0.670 2.130
O 3.224 -4.321 3.102
C -4.695 5.299 -2.508
C 4.523 -2.593 3.892
C 2.456 -4.651 2.029
H 2.420 -2.692 -0.444
H -5.044 4.354 -2.924
C -6.837 5.217 0.159
H -4.036 5.783 -3.236
H 1.846 -2.296 -2.072
C 0.397 0.442 -1.035
O 5.613 -2.637 -2.901
H -1.497 -2.618 3.392
H 4.453 -2.989 1.879
H -1.901 -0.567 -2.436
H 4.573 -3.331 -4.509
H -0.971 0.178 3.340
O 3.475 -1.231 -1.456
H -0.745 -4.313 4.802
H -1.292 -0.650 -4.099
C 0.280 -4.544 4.477
H -0.242 -1.778 4.354
C -4.757 6.235 0.636
H 0.509 0.499 -2.119
H -2.477 2.952 -2.742
H -6.276 4.390 -0.279
H -4.685 5.340 1.262
C -0.916 -0.650 2.617
H 6.810 -1.536 -1.685
C 2.735 -2.446 -1.458
C 4.089 -3.264 2.864
H -0.661 -4.528 2.562
H -7.146 4.954 1.176
H 5.032 -0.520 -0.362
O -0.862 0.934 -0.601
H 4.033 -1.744 -3.933
C 0.565 -2.792 2.637
H 5.356 -1.906 3.760
H -2.996 -0.238 -3.809
O -3.978 5.013 -1.317
H -1.689 2.784 -0.445
C 4.800 -1.399 -0.974
H 0.464 -2.566 1.565
H -0.317 2.696 -1.561
C -2.194 1.971 -2.350
H 1.489 -2.384 3.070
H -2.757 6.089 -0.100
C -3.768 6.167 -0.513
*
```

Properties
HOMO energy, Ha: -0.333
F_max, hartree/bohr: 0.057
Calculated total energy, hartree: -1465.41759
Frontier orbital gap, eV: 9.9


Below is a cluster of 2 separate species, C4H6N2 in total, with properties calculated with ωB97M-V with the def2-TZVPD basis set.

```
! RIJCOSX wB97M-V def2-TZVPD def2/J DEFGRID3
* xyz 0 1
H 0.854 0.957 -2.078
H -2.125 -1.410 1.416
C 1.287 1.575 -0.039
C -0.818 0.119 -0.585
H 0.913 1.704 0.895
C 0.373 0.900 -1.049
H -0.737 -3.616 1.210
C -1.537 -1.957 0.709
N -0.876 -2.931 0.544
N -1.169 1.259 -0.792
H 2.085 0.827 0.054
H 1.750 2.572 -0.285
*
```

Properties
HOMO energy (spin up / spin down), Ha: -0.297 / -0.277
F_max, hartree/bohr: 0.066
Energy above the lowest of the compared OMol25 structures with the same formula, charge and spin, eV: 6.940
Calculated total energy, hartree: -265.28053
Frontier orbital gap (spin up / spin down), eV: 8.3 / 7.0


Below is a structure of composition ClN5O19Tl, with properties calculated with ωB97M-V with the def2-TZVPD basis set.

```
! RIJCOSX wB97M-V def2-TZVPD def2/J DEFGRID3
* xyz -2 2
O 8.452 -14.913 -7.188
O 12.280 -10.829 -3.356
O 11.292 -12.432 -4.569
Cl 8.047 -13.487 -7.032
O 9.349 -18.793 -1.736
O 4.966 -14.658 -5.043
O 8.470 -16.721 -4.491
N 12.282 -15.595 -5.033
O 6.265 -15.070 -3.550
O 11.458 -12.698 -2.580
O 12.487 -16.761 -5.396
N 5.185 -15.082 -3.952
N 7.643 -17.592 -4.653
O 7.235 -18.160 -3.614
O 6.568 -13.265 -7.377
O 10.824 -17.620 -2.692
N 11.688 -11.897 -3.453
N 10.042 -17.763 -1.889
O 13.111 -14.922 -5.479
O 9.396 -16.750 -1.539
O 7.464 -17.907 -5.808
O 11.198 -15.202 -4.521
O 4.347 -15.358 -3.145
O 8.387 -13.239 -5.690
O 8.873 -12.628 -7.828
Tl 9.038 -14.199 -2.967
*
```

Properties
HOMO energy (spin up / spin down), Ha: -0.109 / -0.102
F_max, hartree/bohr: 0.184
Calculated total energy, hartree: -2334.91178
Frontier orbital gap (spin up / spin down), eV: 3.4 / 4.0


Below is an isolated molecule of C2H8N4, with properties calculated with ωB97M-V with the def2-TZVPD basis set.

```
! RIJCOSX wB97M-V def2-TZVPD def2/J DEFGRID3
* xyz 0 1
H -0.613 -1.550 -0.231
H -2.928 -0.856 -0.260
N 2.695 -0.104 0.039
C 0.298 0.171 -0.018
H 1.427 -1.630 -0.092
C -2.079 -0.089 -0.044
H -0.649 1.769 0.368
H -2.574 0.301 0.962
H -2.180 0.786 -0.820
N -0.798 -0.601 0.168
N 0.351 1.427 -0.035
N 1.472 -0.607 0.034
H 2.764 0.338 -0.861
H 2.815 0.646 0.790
*
```

Properties
HOMO energy, Ha: -0.327
F_max, hartree/bohr: 0.102
Energy above the lowest of the compared OMol25 structures with the same formula, charge and spin, eV: 2.138
Calculated total energy, hartree: -299.95213
Frontier orbital gap, eV: 9.7


Below is the ion C4H13N2P with charge +2, with properties calculated with ωB97M-V with the def2-TZVPD basis set.

```
! RIJCOSX wB97M-V def2-TZVPD def2/J DEFGRID3
* xyz 2 1
H 0.060 -1.917 -0.762
H 2.769 -1.571 -0.119
H -3.675 -0.102 0.719
H 0.729 1.786 1.057
H 0.944 -1.083 -1.871
P -0.312 0.524 -0.947
H -3.391 0.394 -0.804
H 1.254 2.291 -0.572
H -2.070 1.078 1.111
C 0.649 -1.049 -0.855
H -1.364 -0.677 1.005
H 2.737 0.851 1.021
H -3.109 -1.128 -0.280
C 1.110 1.441 0.063
N -3.006 -0.157 -0.071
H 2.733 0.629 -0.755
C 1.828 -0.914 0.169
H 1.486 -1.134 1.254
C -1.628 0.236 0.466
N 2.256 0.502 0.171
*
```

Properties
HOMO energy, Ha: -0.653
F_max, hartree/bohr: 0.065
Energy above the lowest of the compared OMol25 structures with the same formula, charge and spin, eV: 1.108
Calculated total energy, hartree: -610.39960
Frontier orbital gap, eV: 10.8


Below is a cluster of 7 separate species, C9H32O7 in total, with properties calculated with ωB97M-V with the def2-TZVPD basis set.

```
! RIJCOSX wB97M-V def2-TZVPD def2/J DEFGRID3
* xyz 0 1
H -1.324 0.512 -0.350
C 2.914 -2.388 1.850
H 4.572 -3.503 0.950
H 5.191 -2.058 1.646
H -3.051 1.983 -1.244
C 4.362 -2.762 1.721
H 1.575 0.195 2.295
C 2.174 1.988 2.313
H 0.294 -0.398 0.438
O 3.066 0.333 -1.821
H -3.150 2.069 1.375
H -4.448 -1.732 -1.652
H 2.206 -3.207 1.977
O -2.742 -2.802 -1.992
O 1.180 1.052 2.471
H -2.276 -2.026 -1.673
H 5.222 0.643 -1.490
C -0.048 -0.838 -0.498
C 4.376 -0.012 -1.282
O 2.712 -1.449 2.912
H -2.348 2.603 -2.562
H -2.050 1.721 2.794
C -2.191 2.259 1.856
C -3.257 2.055 -2.311
H 2.383 -1.913 3.685
H -4.690 2.733 -3.759
H 2.719 1.988 1.369
H 2.839 1.857 3.167
H -4.748 3.803 -2.522
H 0.710 -0.814 -1.281
C -4.575 2.737 -2.675
H 4.571 -3.199 2.698
H -3.732 -2.689 -0.309
H -2.452 0.346 -2.507
H 4.570 -1.006 -1.683
H 2.781 -1.900 0.884
H -0.236 -1.904 -0.373
H -5.372 2.161 -2.206
H 1.747 2.987 2.405
O -3.297 0.702 -2.791
H 4.345 -0.119 -0.198
H -2.046 3.298 2.151
O -1.142 1.767 1.095
H -0.456 1.535 1.726
O -1.291 -0.295 -0.870
H -4.622 -3.449 -1.739
C -3.958 -2.665 -1.375
H 2.992 -0.199 -2.616
*
```

Properties
HOMO energy, Ha: -0.346
F_max, hartree/bohr: 0.053
Energy above the lowest of the compared OMol25 structures with the same formula, charge and spin, eV: 4.422
Calculated total energy, hartree: -888.62760
Frontier orbital gap, eV: 9.8


Below is a cluster of 2 separate species, C4H8ClN2PS in total, with properties calculated with ωB97M-V with the def2-TZVPD basis set.

```
! RIJCOSX wB97M-V def2-TZVPD def2/J DEFGRID3
* xyz 0 1
H -1.317 -2.737 0.860
H 1.313 1.274 -1.608
N 2.264 0.458 0.182
H 1.354 2.187 1.333
Cl -4.049 0.463 0.108
C 1.838 1.305 -0.652
C -1.618 -2.298 -0.151
H 2.854 2.686 0.651
H -1.701 2.817 0.342
N -1.736 -0.884 -0.518
H 0.445 -1.507 -0.367
S -1.432 1.952 -0.528
C 2.078 1.956 0.576
P -2.100 0.388 0.680
H -2.370 -2.789 -0.717
H -0.515 -1.612 -1.944
C -0.502 -1.573 -0.898
*
```

Properties
HOMO energy, Ha: -0.332
F_max, hartree/bohr: 0.055
Calculated total energy, hartree: -1466.33989
Frontier orbital gap, eV: 9.6


Q: Which of these has the lowest calculated total energy?
A: C11H15BCl3F7O10S2


Q: The lowest calculated total energy belongs to which entry?
A: C11H15BCl3F7O10S2